{"formula": "C31H55BrNO3P3Ti", "method": "ωB97M-V/def2-TZVPD", "species": ["Br", "Ti", "P", "P", "P", "O", "O", "O", "N", "C", "C", "C", "C", "C", "C", "C", "C", "C", "C", "C", "C", "C", "C", "C", "C", "C", "C", "C", "C", "C", "C", "C", "C", "C", "C", "C", "C", "C", "C", "C", "H", "H", "H", "H", "H", "H", "H", "H", "H", "H", "H", "H", "H", "H", "H", "H", "H", "H", "H", "H", "H", "H", "H", "H", "H", "H", "H", "H", "H", "H", "H", "H", "H", "H", "H", "H", "H", "H", "H", "H", "H", "H", "H", "H", "H", "H", "H", "H", "H", "H", "H", "H", "H", "H", "H"], "positions_angstrom": [[4.884, -2.434, -2.051], [0.665, -0.596, -0.008], [-1.162, 0.738, -1.226], [-2.278, -0.167, 1.619], [0.684, -2.518, -1.571], [-2.251, 1.142, 2.634], [-0.483, -1.120, 1.521], [-2.949, -1.256, 2.577], [-0.926, 5.130, 3.304], [-2.046, -0.736, 4.877], [2.798, 1.054, 0.037], [-4.734, 1.391, 2.435], [1.647, -3.543, -0.353], [-1.451, 2.569, -1.086], [0.550, 4.258, 1.649], [0.891, -2.369, 3.133], [-0.295, -2.454, 2.214], [1.927, -2.863, -4.088], [3.407, 1.307, -1.236], [-2.980, 0.465, -1.530], [-2.476, 3.149, -0.113], [-3.199, -1.242, 4.058], [-3.331, -0.914, -2.035], [1.864, 2.028, 0.620], [0.781, 3.121, 2.479], [4.345, -0.855, -1.036], [-0.776, -3.372, -2.214], [4.055, -1.015, 0.305], [-3.529, 1.765, 3.244], [-0.711, 0.826, -3.030], [-0.535, -4.859, -2.470], [1.705, -1.874, -2.922], [1.637, 2.076, 1.971], [0.055, 2.971, 3.680], [0.492, 1.683, -3.397], [3.149, -0.087, 0.834], [4.292, 0.372, -1.732], [2.583, -4.540, -1.034], [-0.336, 5.232, 2.121], [-0.742, 4.053, 4.067], [2.380, -3.805, -3.732], [1.851, -2.289, 2.586], [-5.602, 1.914, 2.857], [2.774, -0.204, 1.851], [-3.408, -2.293, 4.261], [-0.623, -0.195, -3.443], [-0.292, -5.375, -1.533], [1.406, 1.440, -2.829], [-2.373, 2.767, 0.919], [-4.946, 0.319, 2.502], [-2.329, 4.245, -0.085], [-3.238, 1.238, -2.281], [-3.309, 2.839, 3.209], [-2.371, -0.758, 5.928], [-0.180, -3.264, 1.477], [-1.238, 4.005, 5.028], [-1.765, 2.838, -2.116], [-4.631, 1.721, 1.397], [2.260, -2.876, 0.286], [-1.138, -2.862, -3.123], [2.691, -1.607, -2.519], [0.271, -5.027, -3.200], [-4.401, -0.940, -2.286], [2.080, -5.191, -1.768], [0.939, -3.265, 3.759], [1.465, 2.779, -0.051], [-4.116, -0.672, 4.215], [3.378, -3.958, -1.527], [4.871, 0.549, -2.643], [3.086, -5.154, -0.278], [-1.797, 0.302, 4.640], [-2.768, -1.181, -2.939], [0.703, 1.543, -4.470], [4.419, -1.829, 0.937], [0.102, 2.038, 4.229], [0.975, -3.063, -4.614], [-1.615, 1.276, -3.483], [-3.571, 1.431, 4.286], [1.007, 4.378, 0.673], [-3.160, -1.680, -1.274], [2.628, -2.411, -4.810], [3.150, 2.224, -1.783], [1.269, -0.925, -3.292], [-0.516, 6.100, 1.486], [-1.245, -2.636, 2.744], [-1.441, -5.336, -2.872], [0.794, -1.522, 3.821], [-0.459, 3.003, -0.898], [-1.170, -1.380, 4.791], [-3.522, 2.992, -0.446], [-1.575, -3.232, -1.464], [0.270, 2.755, -3.256], [0.973, -4.076, 0.346], [-3.540, 0.703, -0.607], [1.787, 1.195, 2.645]], "mulliken_charge": [-0.060, 0.109, 2.193, 0.326, 0.685, -0.576, -0.681, -0.302, -0.551, -0.453, -0.014, -1.125, 0.290, -0.834, -0.586, -1.506, 0.329, -1.490, -0.603, -0.549, -1.331, -0.490, -1.318, 0.230, 0.550, -0.356, 0.042, -0.707, -0.215, -1.263, -1.480, 1.651, 0.087, -0.007, -1.415, -0.475, -0.536, -0.769, -0.745, -0.739, 0.285, 0.153, 0.507, 0.448, 0.443, 0.764, 0.348, 0.123, 0.063, 0.323, 0.382, 0.826, 0.343, 0.433, -0.217, 0.452, 0.713, 0.060, -0.260, 0.585, -1.377, 0.281, 0.485, 0.263, 0.540, 0.430, 0.341, -0.380, 0.442, 0.461, -0.094, 0.258, 0.454, 0.470, 0.421, 0.359, 0.656, 0.459, 0.716, 0.151, 0.439, 0.595, -0.198, 0.424, 0.456, 0.461, 0.345, 0.302, 0.172, 0.378, 0.199, 0.323, 0.512, -0.007, 0.175], "charge": 2, "e_above_lowest_kj_mol": 0.0, "lumo_ev": [-5.985, -6.161], "spin_multiplicity": 3}